<one>
This record from the Open Molecules 2025 dataset describes a 6-piece molecular cluster, C2H14O6 overall. The level of theory is ωB97M-V with the def2-TZVPD basis set.

The geometry in ORCA input format:
```
! wB97M-V def2-TZVPD RIJCOSX def2/J DEFGRID3
* xyz 0 1
C 1.7879 -2.2720 2.5673
C 0.5282 -2.5488 2.2476
O 0.1704 -3.0901 1.0412
H 2.1379 -1.9115 3.5390
H 2.5703 -2.2304 1.8215
H -0.2886 -2.2388 2.8755
H 0.6192 -3.8068 0.5905
O -0.4809 4.7913 1.2384
H -1.0976 5.3335 1.7654
H -0.3061 5.1465 0.3693
O 2.5798 -1.7269 -0.6894
H 1.6851 -1.3742 -0.7675
H 3.1515 -1.0400 -0.3375
O -1.4869 1.4173 -1.0680
H -1.6111 0.4594 -1.0220
H -0.5728 1.6474 -1.2772
O -1.1535 -1.3043 -1.0607
H -0.9356 -1.6229 -0.1709
H -1.4709 -2.1244 -1.4649
O -1.3956 3.2144 -3.1202
H -1.4811 3.8771 -2.4471
H -1.8947 2.4746 -2.7359
*
```

LUMO level: 0.4 eV
highest occupied orbital energy: -9.562 eV
HOMO-LUMO gap: 9.95 eV
SMILES: C=CO.O.O.O.O.O

=====

<two>
This record from the Open Molecules 2025 dataset describes a 6-piece molecular cluster, C2H14O6 overall. The level of theory is ωB97M-V with the def2-TZVPD basis set.

The geometry in ORCA input format:
```
! wB97M-V def2-TZVPD RIJCOSX def2/J DEFGRID3
* xyz 0 1
C 0.9962 2.4234 0.9617
C -0.4522 2.6638 0.8638
O -1.2201 1.7806 0.5759
H 1.3592 2.5636 -0.0656
H 1.1782 1.3936 1.2836
H 1.5884 3.0182 1.6489
H -0.7982 3.7207 0.9989
O 0.6795 -0.5138 2.4210
H -0.0719 -0.4446 1.8052
H 1.0639 -1.3488 2.0926
O -0.2299 -2.3580 -1.9954
H -1.0553 -2.8375 -1.8805
H -0.1230 -1.4384 -1.8171
O 1.4378 -3.3573 0.5606
H 1.2808 -2.9383 -0.3212
H 0.5038 -3.4003 0.7864
O 0.2684 0.7290 -2.6027
H 0.7853 0.4485 -3.4003
H -0.5267 1.0321 -3.0309
O -2.1070 -0.7678 0.4134
H -1.8834 -0.1266 -0.2665
H -2.6738 -0.2422 0.9682
*
```

LUMO level: 0.3 eV
highest occupied orbital energy: -10.205 eV
HOMO-LUMO gap: 10.47 eV
SMILES: CC=O.O.O.O.O.O

=====

Which of them is the most stable, and which is the least stable? <two> and <one>, in that order.

=====

<one>
This record from the Open Molecules 2025 dataset describes C32H38HfN6O4SSi as an isolated structure. The level of theory is ωB97M-V with the def2-TZVPD basis set.

The geometry in ORCA input format:
```
! wB97M-V def2-TZVPD RIJCOSX def2/J DEFGRID3
* xyz 0 1
Hf -0.4822 -0.4001 0.0420
O -1.5471 -7.1049 -1.0954
C -1.4914 -6.7085 0.0848
O -1.5434 -7.1848 1.2513
C -1.2898 -5.2197 0.1353
C -1.4459 -4.4825 -1.0702
C -1.3219 -3.1089 -1.0081
N -0.8104 -2.5075 0.0888
C -0.5940 -3.2231 1.2474
C -0.8551 -4.5915 1.2803
C -0.2660 -2.4542 2.4272
C -0.0438 -3.1019 3.6658
C 0.1018 -2.3251 4.7927
C 0.2292 -0.9217 4.6424
C 0.1821 -0.4084 3.3553
N -0.1525 -1.1101 2.2521
C -1.8409 -2.2488 -2.0796
C -2.3704 -2.8377 -3.2714
C -2.9598 -2.0111 -4.2029
C -2.9085 -0.5901 -4.0255
C -2.2861 -0.0937 -2.8870
N -1.8825 -0.8757 -1.8707
H -1.6543 -4.9795 -2.0155
H -0.6232 -5.1133 2.2103
H 0.0489 -4.1440 3.6924
H 0.0944 -2.7228 5.8031
H 0.2736 -0.2863 5.5266
H 0.3910 0.6354 3.2087
H -2.2939 -3.9338 -3.3556
H -3.3855 -2.4722 -5.0912
H -3.3106 0.1595 -4.7246
H -2.0364 0.9494 -2.7457
C 5.0341 -1.0626 -4.0217
Si 4.2566 0.3900 -3.0807
C 5.5606 1.5438 -2.2487
C 3.1453 1.3793 -4.1777
C 3.5484 -0.4754 -1.4949
C 4.4538 -1.2087 -0.7216
C 4.0677 -1.7711 0.4904
C 2.7556 -1.7188 0.9319
N 1.8536 -1.0637 0.1268
C 2.1947 -0.4621 -1.0311
S 0.9024 0.3372 -1.9405
H 5.3546 -0.7722 -5.0079
H 4.3940 -1.9547 -4.1978
H 5.9591 -1.3672 -3.5320
H 5.6794 2.4808 -2.8246
H 6.5876 1.1124 -2.1251
H 5.2262 1.8321 -1.2488
H 3.8487 1.8714 -4.8563
H 2.5967 2.0918 -3.4732
H 2.4367 0.7364 -4.7307
H 5.4454 -1.4601 -1.1067
H 4.8084 -2.1946 1.1378
H 2.3618 -2.0758 1.8762
C -4.1923 0.9707 2.4007
C -2.8522 1.1912 1.7128
N -2.4347 0.2203 0.9313
O -3.1559 -1.0584 0.9727
C -2.1136 2.3814 1.8833
C -2.6791 3.5184 2.6928
N -0.9213 2.5378 1.2005
O -0.1886 1.3769 0.8643
H -4.1434 0.0092 2.8750
H -5.0426 0.9983 1.6922
H -4.3383 1.6789 3.2010
H -4.0791 -0.9060 0.6622
H -3.8119 3.3589 2.6731
H -2.4097 4.4407 2.2120
H -2.3561 3.5415 3.7305
C -2.0430 5.4915 0.3360
C -0.6117 5.0334 0.7407
C -0.0453 5.3732 2.1020
C -0.3622 3.5780 0.3795
H -1.9807 5.9534 -0.6518
H -2.4406 6.2207 1.0409
H -2.7162 4.6774 0.2802
H 0.1395 5.5319 0.0557
H 0.0527 4.4562 2.7270
H -0.5806 6.1085 2.7054
H 0.9416 5.7997 1.9368
H -0.7361 3.3547 -0.6580
H 0.7050 3.3915 0.2948
*
```

LUMO level (alpha / beta): -1.5 / -1.5 eV
highest occupied orbital energy (alpha / beta): -5.588 / -5.589 eV
HOMO-LUMO gap (alpha / beta): 4.09 / 4.09 eV

=====

<two>
This record from the Open Molecules 2025 dataset describes C32H38HfN6O4SSi as an isolated structure. The level of theory is ωB97M-V with the def2-TZVPD basis set.

The geometry in ORCA input format:
```
! wB97M-V def2-TZVPD RIJCOSX def2/J DEFGRID3
* xyz 0 1
Hf -0.2924 0.5327 -0.1260
O 0.5031 -3.2755 -5.7412
C -0.3568 -3.1910 -4.8908
O -1.3614 -4.0956 -4.8468
C -0.4622 -1.9369 -4.0333
C -1.6935 -1.5659 -3.5380
C -1.7388 -0.4269 -2.6846
N -0.5739 0.0486 -2.1835
C 0.6049 -0.3395 -2.7744
C 0.6817 -1.2639 -3.7485
C 1.8127 0.3487 -2.3359
C 2.9471 0.6174 -3.1282
C 3.9078 1.5063 -2.5699
C 3.9286 1.8156 -1.2344
C 2.8065 1.4334 -0.4622
N 1.8268 0.7415 -0.9899
C -2.9036 -0.0072 -1.8585
C -4.2612 -0.4053 -2.0892
C -5.1979 -0.0373 -1.1203
C -4.7434 0.5211 0.0596
C -3.4001 0.8570 0.2311
N -2.4559 0.6247 -0.7528
H -2.6232 -2.1086 -3.8344
H 1.6350 -1.4722 -4.1907
H 3.0554 0.1396 -4.0663
H 4.6586 1.9629 -3.1712
H 4.7370 2.3692 -0.7777
H 2.7739 1.6687 0.5998
H -4.5003 -1.0061 -2.9794
H -6.2772 -0.0937 -1.2452
H -5.4441 0.9296 0.8752
H -3.0076 1.4109 1.0621
C 1.2117 3.4987 4.6106
Si 1.8696 4.3504 3.1176
C 3.6465 3.9264 2.7522
C 1.6478 6.1545 3.5395
C 0.7580 4.1259 1.5926
C 0.1714 5.1928 0.8689
C -0.5576 4.9468 -0.3590
C -0.7895 3.6838 -0.7410
N -0.3810 2.6420 0.1065
C 0.3850 2.8131 1.2151
S 0.7748 1.2998 2.0476
H 1.7020 3.7841 5.5020
H 1.2174 2.3954 4.3491
H 0.1693 3.7160 4.5890
H 3.7703 2.8341 2.8271
H 4.1671 4.3567 3.5969
H 3.9983 4.3660 1.8106
H 2.0662 6.3983 4.5317
H 0.5752 6.3879 3.6981
H 2.1094 6.8566 2.8642
H 0.3093 6.2222 1.1402
H -0.7690 5.7953 -0.9907
H -1.1298 3.3524 -1.7177
C -3.4023 -4.9288 0.2692
C -2.4857 -3.8131 -0.2643
N -2.0291 -3.8201 -1.4798
O -2.2243 -4.8645 -2.2075
C -2.1172 -2.7118 0.5790
C -2.7847 -2.6935 1.9072
N -1.3542 -1.7758 0.1072
O -1.0882 -0.8310 1.1180
H -3.0829 -5.8493 -0.2816
H -4.4841 -4.7164 0.0615
H -3.3852 -5.0336 1.3605
H -1.7519 -4.2966 -3.9368
H -3.1040 -1.6432 2.1019
H -2.1572 -3.0084 2.7231
H -3.7236 -3.2440 1.9521
C 1.6338 -4.6027 0.7564
C 1.7423 -3.0996 1.1487
C 3.1009 -2.8037 1.8919
C 1.6683 -2.1486 0.0877
H 1.4717 -5.1952 1.6927
H 2.5620 -4.8987 0.3041
H 0.8472 -4.7994 0.0719
H 0.9691 -2.9127 1.9265
H 3.9876 -3.0348 1.3135
H 3.2740 -3.3966 2.8094
H 3.1799 -1.7625 2.2252
H 1.0275 -2.2849 -0.7876
H 2.2027 -1.2321 0.1446
*
```

LUMO level (alpha / beta): -1.6 / -1.6 eV
highest occupied orbital energy (alpha / beta): -5.134 / -5.135 eV
HOMO-LUMO gap (alpha / beta): 3.49 / 3.49 eV

=====

Which of them is the most stable, and which is the least stable? <one> and <two>, in that order.

=====

<one>
This record from the Open Molecules 2025 dataset describes a 2-piece molecular cluster, CH3N5O overall. The level of theory is ωB97M-V with the def2-TZVPD basis set.

The geometry in ORCA input format:
```
! wB97M-V def2-TZVPD RIJCOSX def2/J DEFGRID3
* xyz 2 1
C 1.3248 -0.4176 0.2409
N -0.9018 -0.4622 1.0741
N -1.6012 -0.1231 -0.8240
N 0.3420 -0.2549 1.0527
N -2.7232 -0.1977 -0.9044
N 2.0308 0.3524 -0.3853
O -3.7947 -0.2566 -1.1107
H 0.6958 -0.1448 2.1400
H 1.7247 1.3236 -0.4144
H 2.9028 0.1810 -0.8688
*
```

LUMO level (alpha / beta): -13.8 / -12.9 eV
highest occupied orbital energy (alpha / beta): -20.879 / -21.236 eV
HOMO-LUMO gap (alpha / beta): 7.11 / 8.32 eV

=====

<two>
This record from the Open Molecules 2025 dataset describes an isolated ion of composition CH3N5O and charge +2. The level of theory is ωB97M-V with the def2-TZVPD basis set.

The geometry in ORCA input format:
```
! wB97M-V def2-TZVPD RIJCOSX def2/J DEFGRID3
* xyz 2 1
N 2.6620 -1.7211 -0.0965
N 1.6370 -1.3411 -0.0242
N 0.4345 -0.9187 0.0363
C -0.1763 0.4090 -0.0008
N -1.4932 0.3462 -0.0111
N 0.6142 1.4813 -0.2580
O 0.8786 2.5548 0.1008
H -0.2945 -1.6239 0.3566
H -2.2033 -0.4752 -0.2650
H -2.0590 1.2886 0.1619
*
```

LUMO level (alpha / beta): -12.0 / -12.4 eV
highest occupied orbital energy (alpha / beta): -20.353 / -20.722 eV
HOMO-LUMO gap (alpha / beta): 8.39 / 8.27 eV
SMILES: N#[N+]NC(=[NH2+])N=O

=====

Which of them is the most stable, and which is the least stable? <two> and <one>, in that order.

=====

<one>
This record from the Open Molecules 2025 dataset describes C10H13Cl6Ge2HfO5S2Se as an isolated structure. The level of theory is ωB97M-V with the def2-TZVPD basis set.

The geometry in ORCA input format:
```
! wB97M-V def2-TZVPD RIJCOSX def2/J DEFGRID3
* xyz 1 1
Hf 1.6382 0.2224 -1.0182
S -0.4502 -0.4911 1.0306
C 0.1216 -0.3414 2.7167
C 0.8686 0.7831 3.0489
C 1.2726 0.9551 4.3637
C 0.9436 0.0085 5.3238
C 0.1768 -1.0975 4.9841
C -0.2567 -1.2695 3.6800
H 1.1206 1.5144 2.2925
H 1.8462 1.8301 4.6378
H 1.2773 0.1390 6.3442
H -0.0961 -1.8251 5.7365
H -0.8895 -2.1064 3.4151
O 1.1421 1.7372 -2.6958
Se 1.5610 2.6703 -1.4096
O 1.5318 4.2289 -1.5186
O 0.6032 1.8838 -0.2888
O 2.9188 1.8398 -0.9615
Cl 5.7408 0.7469 -0.7709
Ge 4.5200 -0.9801 -1.0031
Cl 3.1497 -0.3192 -2.8927
Cl 2.9012 -0.4666 0.8958
Cl 1.6858 -2.5213 -1.2484
Ge 0.2740 -2.5580 0.4536
Cl 1.3465 -3.6379 1.9257
Cl -1.3785 -3.6963 -0.2367
O -0.0795 -0.4442 -1.7444
S -0.7686 0.0794 -3.0620
C -2.1764 -1.0686 -3.1609
C -3.2966 -0.4438 -2.3418
C -3.2608 1.0371 -2.7064
C -1.8106 1.4701 -2.5215
H -1.8277 -2.0366 -2.8045
H -2.4344 -1.1432 -4.2185
H -3.0979 -0.5757 -1.2752
H -4.2582 -0.9032 -2.5654
H -3.9235 1.6396 -2.0871
H -3.5654 1.1714 -3.7463
H -1.5538 1.6241 -1.4734
H -1.5161 2.3446 -3.0975
*
```

LUMO level: -3.9 eV
highest occupied orbital energy: -12.389 eV
HOMO-LUMO gap: 8.48 eV

=====

<two>
This record from the Open Molecules 2025 dataset describes C10H13Cl6Ge2HfO5S2Se as an isolated structure. The level of theory is ωB97M-V with the def2-TZVPD basis set.

The geometry in ORCA input format:
```
! wB97M-V def2-TZVPD RIJCOSX def2/J DEFGRID3
* xyz 1 1
Hf -1.2401 1.5217 0.7017
S -1.3878 -2.9351 1.9835
C -0.0288 -4.1007 1.8537
C 1.2549 -3.6555 2.1481
C 2.3038 -4.5613 2.0930
C 2.0635 -5.8871 1.7585
C 0.7735 -6.3210 1.4807
C -0.2837 -5.4270 1.5243
H 1.4182 -2.6218 2.4263
H 3.3081 -4.2300 2.3192
H 2.8854 -6.5896 1.7216
H 0.5895 -7.3573 1.2319
H -1.2930 -5.7503 1.3088
O 0.4231 1.5512 1.9209
Se -0.2620 0.6914 3.2218
O -0.7975 1.6859 4.3244
O -1.6351 0.2626 2.2242
O 0.5825 -0.5878 3.5795
Cl 0.5566 -0.4718 -0.2108
Ge -1.0275 -1.9911 0.0794
Cl -2.5755 -0.5639 -0.5907
Cl -0.6963 -3.3212 -1.5322
Cl -3.5767 2.4109 0.2499
Ge -3.3114 3.1867 2.7602
Cl -4.2390 5.1248 2.6514
Cl -1.1900 3.9162 1.6559
O -0.6177 2.3397 -1.1165
S -0.2349 3.7600 -1.6330
C 1.5138 3.5554 -2.0853
C 1.5880 3.2832 -3.5949
C 0.2175 2.7807 -4.0416
C -0.7828 3.6910 -3.3445
H 1.8480 2.7194 -1.4708
H 2.0445 4.4513 -1.7673
H 2.3804 2.5694 -3.8120
H 1.8288 4.2095 -4.1176
H 0.0567 1.7484 -3.7264
H 0.0947 2.8247 -5.1225
H -1.8224 3.3675 -3.3445
H -0.7297 4.7208 -3.7082
*
```

LUMO level: -3.7 eV
highest occupied orbital energy: -12.100 eV
HOMO-LUMO gap: 8.43 eV

=====

Which of them is the most stable, and which is the least stable? <two> and <one>, in that order.

=====

<one>
This record from the Open Molecules 2025 dataset describes a 2-piece molecular cluster, C3H2Cl2O2 overall. The level of theory is ωB97M-V with the def2-TZVPD basis set.

The geometry in ORCA input format:
```
! wB97M-V def2-TZVPD RIJCOSX def2/J DEFGRID3
* xyz 0 1
C -1.9509 0.1163 0.1424
C -0.8069 0.7086 0.4274
Cl -0.2040 2.0544 -0.4541
Cl 0.2202 0.2041 1.7143
H -2.5686 0.4716 -0.6631
H -2.3071 -0.7235 0.7133
O 3.0788 -1.3305 0.3044
C 2.5386 -0.9376 -0.6238
O 1.9998 -0.5634 -1.5608
*
```

LUMO level: 0.6 eV
highest occupied orbital energy: -9.882 eV
HOMO-LUMO gap: 10.46 eV
SMILES: C=C(Cl)Cl.O=C=O

=====

<two>
This record from the Open Molecules 2025 dataset describes C3H2Cl2O2 as an isolated structure. The level of theory is ωB97M-V with the def2-TZVPD basis set.

The geometry in ORCA input format:
```
! wB97M-V def2-TZVPD RIJCOSX def2/J DEFGRID3
* xyz 0 1
C -0.6280 1.7928 0.1043
C 0.0754 0.2262 -0.0698
C 0.7844 1.0877 -1.1782
O -1.3760 2.3622 0.8380
O 0.1003 2.2377 -0.8923
Cl 2.5697 1.2230 -0.7773
Cl 0.6062 0.6668 -2.8208
H 0.6509 0.1890 0.9014
H -0.6179 -0.4652 -0.4377
*
```

LUMO level: 0.6 eV
highest occupied orbital energy: -10.691 eV
HOMO-LUMO gap: 11.25 eV

=====

<three>
This record from the Open Molecules 2025 dataset describes C3H2Cl2O2 as an isolated structure. The level of theory is ωB97M-V with the def2-TZVPD basis set.

The geometry in ORCA input format:
```
! wB97M-V def2-TZVPD RIJCOSX def2/J DEFGRID3
* xyz 0 1
C 0.2218 1.7253 -0.0397
C 0.2518 0.2481 -0.0269
C 1.7836 0.2077 -0.0756
O -0.6533 2.4857 0.0697
O 1.5081 2.0013 -0.1592
Cl 2.5249 -0.0242 1.3600
Cl 2.6257 -0.2769 -1.4304
H 0.0008 -0.2205 0.8796
H -0.3987 -0.1119 -0.9543
*
```

LUMO level: 0.1 eV
highest occupied orbital energy: -10.439 eV
HOMO-LUMO gap: 10.55 eV

=====

Which of them is the most stable, and which is the least stable? <one> and <three>, in that order.